Entry 1:
DFT (the ωB97M-V functional and the def2-TZVPD basis) results for C2H38HfO18 as an isolated structure at a distorted geometry.

Strongest force on any atom = 6.0 eV/A
E = -40840.202 eV
Net charge = +2
HOMO = -15.7 eV

Last column: Mulliken charge in e.
Geometry (Å):
Hf -1.6132 2.2927 -0.3679  0.726
C -0.0400 -0.3786 0.0685  -0.646
O -1.1571 0.4199 -0.2501  1.957
H -0.1202 -1.2898 -0.4717  0.462
H -0.0020 -0.5322 1.1531  0.134
H 0.8157 0.1851 -0.2757  0.098
C -0.0907 3.8257 1.7029  -0.733
O -0.5745 2.6390 1.2138  -0.587
H -0.4256 4.6271 0.9761  0.280
H 0.9099 3.8819 1.7410  0.285
H -0.4927 4.0428 2.6758  0.258
O 2.5241 -2.4189 1.8048  -0.668
H 2.7586 -2.7849 2.6457  0.264
H 1.6807 -1.9553 1.9835  0.316
O -1.7311 1.7552 -2.4518  -0.582
H -1.7832 2.4855 -3.1710  0.359
H -1.3137 1.0392 -2.9372  0.334
O -3.6173 1.7280 -0.5848  -0.454
H -4.0196 0.9178 -0.3396  0.284
H -4.2823 2.3364 -0.9893  0.332
O -0.3263 -3.3445 1.8565  -0.644
H -0.2718 -2.8174 2.6754  0.279
H 0.0947 -4.1626 2.0888  0.320
O 2.6919 0.6536 -2.3475  -0.633
H 3.4488 0.9006 -2.9567  0.268
H 2.6799 1.2896 -1.6286  0.432
O -0.0878 -0.1787 -3.0806  -0.729
H 0.7554 0.2229 -2.9005  0.453
H -0.0979 -0.8766 -2.3855  -0.095
O 1.3732 -2.5293 -2.0432  -0.628
H 2.0791 -2.5654 -2.6736  0.266
H 1.7019 -3.0651 -1.3529  0.291
O 0.0958 -1.2057 3.6965  -0.639
H -0.3803 -0.3341 3.6200  0.288
H -0.5028 -1.6391 4.3281  0.335
O -3.2239 -0.9131 -1.7322  -0.570
H -3.2773 -0.2856 -2.4719  0.292
H -2.5393 -1.6311 -1.9026  0.346
O -2.5265 -1.9178 0.9094  -0.706
H -2.2185 -1.0210 0.7324  0.029
H -1.6957 -2.3931 1.1092  0.459
O -2.8096 1.0660 1.9587  -0.443
H -2.9317 1.8193 2.5317  0.245
H -3.2523 0.3637 2.4546  0.249
O 3.7543 -1.0899 -0.4773  -0.603
H 3.3084 -0.8123 -1.2843  0.329
H 3.0539 -1.4290 0.0431  0.216
O 2.7329 2.0629 -0.1034  -0.823
H 2.8160 2.7509 0.6067  0.370
H 2.5727 1.3148 0.4317  0.460
O 0.3745 2.6229 -1.2083  -0.462
H 0.4749 3.5733 -1.4559  0.403
H 1.1680 2.4055 -0.6788  0.263
O -1.2625 -3.0307 -2.5627  -0.584
H -0.4016 -2.8305 -2.2198  0.309
H -1.4187 -3.9264 -2.2367  0.330
O 2.2954 0.3355 1.9263  -0.666
H 1.7491 0.4303 2.7145  0.265
H 2.5777 -0.6291 1.8933  0.306


Entry 2:
DFT (the ωB97M-V functional and the def2-TZVPD basis) results for C6H12O as an isolated structure.

Strongest force on any atom = 0.3 eV/A
E = -8457.890 eV
HOMO (spin up / spin down) = -6.5 / -6.5 eV

Last column: natural (NBO) charge in e.
Geometry (Å):
C 2.1360 -0.8883 -0.2637  -0.278
O 0.7801 -0.8576 0.1886  -0.503
C 0.2041 0.4035 0.8840  0.024
C -0.1459 1.5579 -0.0732  -0.423
C -1.6427 1.3382 0.2958  -0.419
C -1.1864 0.1214 1.0687  -0.402
C -0.6137 -1.4853 -0.8402  -0.330
H 2.8080 -0.9056 0.6010  0.197
H 2.3747 -0.0284 -0.9027  0.180
H 2.2687 -1.8161 -0.8273  0.200
H 0.9560 0.5519 1.6704  0.193
H 0.2643 2.5338 0.2072  0.205
H 0.0977 1.3696 -1.1256  0.196
H -2.3310 1.1768 -0.5529  0.174
H -2.0518 2.1703 0.8885  0.189
H -1.6640 -0.3598 1.9195  0.196
H -1.6693 -1.2954 -0.7176  0.224
H -0.2162 -1.0767 -1.7671  0.183
H -0.3470 -2.5254 -0.6773  0.195


Entry 3:
DFT (the ωB97M-V functional and the def2-TZVPD basis) results for C55H58N7O2P2RhSSi2 as an isolated structure.

Strongest force on any atom = 0.5 eV/A
E = -120685.113 eV
HOMO = -7.2 eV

Last column: Mulliken charge in e.
Geometry (Å):
Rh 0.4777 0.3848 -0.5760  -0.319
C -0.7247 -3.6774 2.0757  -0.986
Si 0.5182 -2.6388 1.1212  0.516
C 2.1683 -2.7750 2.0257  -1.241
C 0.7721 -3.4548 -0.5499  -0.076
N 0.1038 -0.9543 1.0284  0.592
P -0.8913 0.1106 1.7152  2.642
C -0.3604 1.5990 1.0348  -2.583
P 1.2400 2.0392 1.5098  2.725
N 2.1397 1.1954 0.4685  0.614
Si 3.8505 1.2716 0.1950  -0.072
C 4.6338 -0.4339 0.0583  -1.068
C 4.8322 2.0356 1.6141  -1.220
C 4.2894 2.4028 -1.2481  -0.845
C 1.5129 3.8388 1.4013  0.505
C 2.4679 4.4953 2.1749  -0.816
C 2.7073 5.8515 2.0006  -0.891
C 1.9926 6.5693 1.0530  -0.617
C 1.0251 5.9286 0.2908  -0.744
C 0.7849 4.5756 0.4704  -0.660
C 1.7356 1.6788 3.2184  0.599
C 2.5528 0.5819 3.4648  -0.617
C 2.9537 0.2802 4.7580  -0.762
C 2.5115 1.0581 5.8166  -0.777
C 1.6592 2.1304 5.5836  -0.835
C 1.2769 2.4435 4.2895  -0.400
C -1.0053 0.0190 3.5397  1.871
C -1.8750 0.9139 4.1681  -1.053
C -2.1009 0.8345 5.5305  -0.874
C -1.4719 -0.1506 6.2833  -0.611
C -0.6008 -1.0344 5.6690  -1.190
C -0.3622 -0.9432 4.3023  -0.067
C -2.6969 -0.0071 1.4420  0.562
C -3.3947 1.1212 1.0315  -0.259
C -4.7854 1.1551 1.0914  -0.938
C -5.4833 0.0599 1.5699  -0.808
C -4.7920 -1.0810 1.9653  -0.829
C -3.4116 -1.1110 1.9073  -0.469
H -0.2904 -4.6705 2.2286  0.592
H -1.6390 -3.7955 1.4923  -0.008
H -0.9816 -3.2789 3.0590  0.302
H 2.4597 -3.8221 2.1489  0.562
H 2.1369 -2.3169 3.0174  0.198
H 2.9537 -2.2746 1.4540  0.066
H 1.7576 -3.9257 -0.6055  0.502
H 0.6886 -2.7608 -1.3839  -0.483
H 0.0169 -4.2292 -0.7024  -0.258
H 4.8122 -0.8070 1.0713  0.400
H 5.6143 -0.3487 -0.4227  0.402
H 4.0462 -1.1736 -0.4792  0.187
H 4.7527 1.4918 2.5547  0.256
H 4.6084 3.0862 1.7973  0.387
H 5.8798 1.9857 1.2946  0.511
H 3.4334 2.6228 -1.8792  -0.011
H 5.0949 2.0087 -1.8737  0.325
H 4.6315 3.3570 -0.8382  0.539
H 3.0231 3.9506 2.9273  0.518
H 3.4512 6.3469 2.6117  0.433
H 2.1790 7.6274 0.9190  0.392
H 0.4477 6.4852 -0.4370  0.472
H 0.0103 4.0846 -0.0981  0.301
H 2.8656 -0.0360 2.6329  0.347
H 3.6011 -0.5698 4.9375  0.399
H 2.8150 0.8210 6.8288  0.408
H 1.2942 2.7237 6.4122  0.452
H 0.6261 3.2920 4.1090  0.543
H -2.3898 1.6640 3.5784  0.468
H -2.7800 1.5315 6.0058  0.439
H -1.6608 -0.2237 7.3472  0.385
H -0.0981 -1.7968 6.2515  0.445
H 0.3280 -1.6287 3.8307  0.361
H -2.8356 1.9953 0.7243  0.366
H -5.3154 2.0488 0.7841  0.422
H -6.5640 0.0877 1.6355  0.389
H -5.3342 -1.9429 2.3337  0.469
H -2.8795 -1.9920 2.2431  0.166
C 4.4985 -0.8377 -3.8939  -0.757
N 3.6753 0.3556 -3.9173  0.474
C 3.9494 1.5176 -4.6097  -0.952
C 2.9672 2.3849 -4.3382  -0.394
N 2.0701 1.7504 -3.4738  0.731
C 2.5293 0.4876 -3.2051  0.114
S 1.9472 -0.7467 -2.2318  -0.672
C 0.8334 2.3514 -3.1253  -0.482
C 0.2825 3.2197 -4.0654  -0.622
C -0.9248 3.8213 -3.7999  -1.217
C -1.5508 3.5342 -2.5990  -1.029
C -0.9287 2.6731 -1.7248  -0.827
N 0.2653 2.0960 -1.9522  2.076
H 5.4033 -0.6397 -4.4630  0.339
H 3.9609 -1.6772 -4.3327  0.296
H 4.7507 -1.0877 -2.8647  0.242
H 4.8363 1.6300 -5.2066  0.440
H 2.8442 3.4091 -4.6318  0.599
H 0.7607 3.3467 -5.0234  0.696
H -1.3825 4.4754 -4.5302  0.441
H -2.5112 3.9562 -2.3387  0.628
H -1.3554 2.4257 -0.7624  0.247
O -0.5238 0.2410 -3.8997  -0.656
C -1.0672 -0.5691 -3.1684  -1.404
N -1.6938 -1.6790 -3.6901  -0.187
C -2.4511 -2.3673 -2.6763  2.759
C -1.9233 -1.6256 -1.4150  -2.220
O -2.2076 -2.0230 -0.3058  0.127
N -1.1150 -0.5810 -1.7720  1.494
C -2.0933 -3.8384 -2.5536  -0.402
C -2.8078 -4.6402 -1.6655  -0.005
C -2.4545 -5.9664 -1.4812  -0.831
C -1.3895 -6.5113 -2.1894  -0.527
C -0.6826 -5.7194 -3.0795  -0.784
C -1.0304 -4.3856 -3.2573  -0.208
C -3.9405 -2.1594 -2.9225  -0.049
C -4.5643 -2.9478 -3.8887  -0.180
C -5.8841 -2.7219 -4.2430  -0.852
C -6.5997 -1.7018 -3.6312  -0.535
C -5.9876 -0.9206 -2.6644  -0.857
C -4.6647 -1.1492 -2.3040  -0.079
H -2.0412 -1.5979 -4.6321  0.416
H -3.6319 -4.2127 -1.1093  0.451
H -3.0104 -6.5780 -0.7815  0.411
H -1.1147 -7.5486 -2.0454  0.399
H 0.1504 -6.1350 -3.6326  0.418
H -0.4618 -3.7583 -3.9318  0.383
H -4.0097 -3.7526 -4.3576  0.437
H -6.3545 -3.3436 -4.9944  0.415
H -7.6317 -1.5214 -3.9048  0.392
H -6.5399 -0.1271 -2.1796  0.466
H -4.2042 -0.5350 -1.5395  0.195


Entry 4:
DFT (the ωB97M-V functional and the def2-TZVPD basis) results for C34H25IrN4O7 as an isolated structure.

Multiplicity = 5
Strongest force on any atom = 0.4 eV/A
E = -58793.003 eV
HOMO (spin up / spin down) = -6.3 / -7.7 eV

Last column: Mulliken spin population.
Geometry (Å):
Ir -0.2067 -0.3494 -0.7256  1.749
C -0.8441 -3.5005 0.5992  0.008
O -1.4419 -2.2147 0.5691  0.088
C -1.8537 -1.6487 1.7294  0.104
C -2.1558 -2.3541 2.8821  -0.076
C -2.6507 -1.6794 3.9910  0.138
C -2.8414 -0.3046 3.9483  -0.057
C -2.5175 0.4100 2.8116  0.164
C -1.9970 -0.2444 1.6831  -0.058
N -1.5771 0.4044 0.5339  0.390
N -1.8589 1.7422 0.5340  0.385
C -1.7209 2.4667 -0.5611  0.156
C -1.3549 2.0082 -1.8822  0.315
O -1.1272 0.7547 -2.1461  0.198
C -1.2417 2.9361 -2.9482  -0.096
C -1.4735 4.2598 -2.7750  0.200
C -1.8722 4.7720 -1.4969  -0.003
C -2.1422 6.1375 -1.3205  0.005
C -2.5483 6.6254 -0.1013  0.017
C -2.6992 5.7529 0.9804  0.014
C -2.4355 4.4107 0.8282  0.044
C -2.0105 3.8941 -0.4053  -0.027
H -0.0365 -3.5238 1.3318  0.002
H -0.4391 -3.6589 -0.3964  -0.006
H -1.5902 -4.2670 0.8224  0.003
H -2.0203 -3.4242 2.9142  -0.004
H -2.8893 -2.2355 4.8874  0.010
H -3.2243 0.2167 4.8143  -0.001
H -2.6199 1.4797 2.7784  0.003
H -0.9466 2.5332 -3.9074  -0.005
H -1.3584 4.9508 -3.5998  0.011
H -2.0275 6.8036 -2.1659  0.002
H -2.7535 7.6811 0.0199  0.001
H -3.0266 6.1331 1.9384  0.001
H -2.5524 3.7321 1.6581  0.019
O 1.2995 -0.6915 -1.9602  -0.006
C 1.3972 -1.1385 -3.1932  0.002
C 2.5913 -0.8221 -3.8691  0.022
C 2.8287 -1.2405 -5.1560  -0.012
C 1.8785 -2.0038 -5.8336  0.020
C 0.7074 -2.3301 -5.1861  -0.012
C 0.4387 -1.9225 -3.8737  0.029
C -0.8190 -2.3226 -3.2465  -0.044
N -1.2904 -1.9182 -2.0865  0.142
C -2.5218 -2.4958 -1.9143  -0.019
C -2.8052 -3.2733 -2.9896  0.004
N -1.7195 -3.1596 -3.8253  0.007
H 3.3138 -0.2270 -3.3281  0.001
H 3.7557 -0.9711 -5.6445  0.000
H 2.0514 -2.3327 -6.8478  0.001
H -0.0273 -2.9114 -5.7289  0.000
H -3.1155 -2.3001 -1.0402  0.007
H -3.6572 -3.8788 -3.2352  0.001
H -1.6112 -3.6202 -4.7108  0.001
O 1.2802 0.9925 0.6885  0.084
C 1.6221 -0.1045 1.1565  0.013
O 1.0652 -1.1854 0.7356  0.045
C 2.6607 -0.2201 2.2101  0.010
C 3.2338 0.9358 2.7202  0.007
C 4.2143 0.8818 3.7127  0.001
C 4.5791 -0.3678 4.1494  0.000
O 5.5005 -0.6905 5.1049  0.000
C 5.5516 -2.1159 5.1369  0.000
O 4.5487 -2.6195 4.2620  0.000
C 4.0067 -1.5238 3.6399  0.001
C 3.0438 -1.4896 2.6699  0.000
H 2.9020 1.8868 2.3284  0.005
H 4.6669 1.7733 4.1197  0.000
H 5.3516 -2.4600 6.1544  0.000
H 6.5367 -2.4490 4.7938  0.000
H 2.5962 -2.3842 2.2636  0.000


> Which value of E does entry 2 give?

-8457.890 eV


> strongest force on any atom of number 1 (C2H38HfO18)?

6.0 eV/A


> Among the records above, which one has the lowest E?

C55H58N7O2P2RhSSi2